# 1
Density functional theory data (ωB97M-V/def2-TZVPD) for 10 unconnected molecules or ions with the total composition C49H113N13O10 in a non-equilibrium geometry.

Output
HOMO, eV: -7.97
E_LUMO, eV: 0.06
Total energy, eV: -92489.899

Geometry (Å):
C1 -6.357 -1.653 3.498
C2 -5.449 -1.620 2.257
C3 -6.292 -1.947 0.958
C4 -4.732 -0.297 1.961
C5 -3.632 0.104 2.902
C6 -2.626 -1.028 3.012
C7 -3.217 -2.397 3.240
C8 -2.099 -3.433 2.887
C9 -3.537 -2.520 4.794
N1 -4.378 -2.686 2.348
O1 -4.897 -3.920 2.753
H1 -5.933 -1.099 4.352
H2 -7.344 -1.138 3.319
H3 -6.495 -2.695 3.696
H4 -6.507 -2.999 1.015
H5 -7.220 -1.360 0.971
H6 -5.727 -1.697 0.033
H7 -4.270 -0.454 0.972
H8 -5.383 0.551 1.843
H9 -3.133 0.961 2.436
H10 -3.938 0.576 3.826
H11 -1.831 -0.832 3.733
H12 -2.135 -1.060 2.002
H13 -2.498 -4.453 2.980
H14 -1.241 -3.329 3.544
H15 -1.878 -3.215 1.853
H16 -3.810 -3.566 4.986
H17 -4.261 -1.808 5.169
H18 -2.593 -2.324 5.283
H19 -4.845 -4.485 1.934
C10 -5.436 4.731 -1.159
C11 -5.044 6.203 -1.013
C12 -6.112 7.151 -1.632
C13 -4.888 6.604 0.482
C14 -3.685 5.964 1.116
C15 -2.455 6.421 0.364
C16 -2.469 6.040 -1.119
C17 -1.432 6.894 -1.881
C18 -2.355 4.482 -1.492
N2 -3.764 6.534 -1.707
O2 -3.790 6.205 -3.065
H20 -6.423 4.555 -0.696
H21 -5.450 4.266 -2.164
H22 -4.783 4.224 -0.471
H23 -6.417 6.890 -2.628
H24 -7.039 6.885 -1.138
H25 -5.820 8.236 -1.547
H26 -4.792 7.691 0.464
H27 -5.776 6.337 1.027
H28 -3.579 6.210 2.183
H29 -3.768 4.879 1.178
H30 -1.515 6.066 0.823
H31 -2.365 7.520 0.362
H32 -0.553 7.053 -1.314
H33 -2.008 7.797 -1.961
H34 -1.158 6.454 -2.852
H35 -1.296 4.242 -1.612
H36 -2.916 4.175 -2.386
H37 -2.726 3.856 -0.709
H38 -3.709 7.093 -3.455
C19 2.187 -0.051 2.431
C20 2.218 -1.532 2.873
C21 1.881 -1.560 4.443
C22 1.208 -2.376 2.100
C23 1.516 -3.886 2.204
C24 2.896 -4.152 1.670
C25 3.995 -3.403 2.446
C26 4.140 -4.062 3.848
C27 5.384 -3.430 1.639
N3 3.668 -1.927 2.571
O3 4.561 -1.251 3.451
H39 2.946 0.499 2.959
H40 2.556 -0.153 1.404
H41 1.194 0.346 2.487
H42 2.854 -1.480 4.955
H43 1.260 -0.713 4.689
H44 1.392 -2.469 4.773
H45 0.189 -2.063 2.438
H46 1.165 -2.031 1.088
H47 1.384 -4.179 3.233
H48 0.833 -4.397 1.488
H49 2.982 -3.918 0.601
H50 3.140 -5.233 1.739
H51 4.649 -3.315 4.440
H52 4.694 -5.003 3.682
H53 3.168 -4.278 4.300
H54 5.953 -2.550 1.938
H55 5.137 -3.333 0.597
H56 5.882 -4.418 1.759
H57 5.059 -0.747 2.788
C28 4.981 -3.857 -2.994
C29 3.650 -4.650 -3.095
C30 3.501 -4.971 -4.586
C31 3.810 -5.914 -2.191
C32 2.536 -6.704 -2.111
C33 1.420 -5.904 -1.550
C34 1.214 -4.640 -2.356
C35 0.569 -4.990 -3.711
C36 0.301 -3.753 -1.525
N4 2.508 -3.886 -2.562
O4 2.360 -2.667 -3.279
H58 4.932 -2.952 -3.600
H59 5.210 -3.547 -1.979
H60 5.764 -4.458 -3.450
H61 3.024 -5.964 -4.700
H62 2.998 -4.153 -5.107
H63 4.523 -5.065 -4.932
H64 4.658 -6.591 -2.408
H65 4.104 -5.504 -1.221
H66 2.272 -7.269 -2.988
H67 2.694 -7.566 -1.457
H68 1.608 -5.627 -0.511
H69 0.457 -6.433 -1.513
H70 1.154 -5.712 -4.303
H71 0.364 -4.126 -4.357
H72 -0.326 -5.560 -3.453
H73 0.413 -2.691 -1.757
H74 0.559 -3.897 -0.462
H75 -0.757 -3.987 -1.744
H76 2.075 -2.112 -2.550
C37 5.530 4.742 2.713
C38 5.033 4.786 1.276
C39 5.703 5.892 0.514
C40 5.329 3.443 0.581
C41 4.590 3.363 -0.765
C42 3.069 3.455 -0.582
C43 2.730 4.818 0.053
C44 2.937 5.991 -0.908
C45 1.258 4.761 0.436
N5 3.494 4.978 1.373
O5 3.212 6.300 1.894
H77 5.357 5.696 3.247
H78 4.890 4.035 3.220
H79 6.588 4.515 2.831
H80 5.858 5.790 -0.550
H81 5.192 6.866 0.605
H82 6.680 6.117 0.975
H83 6.421 3.363 0.519
H84 4.922 2.591 1.154
H85 4.948 4.157 -1.443
H86 4.827 2.437 -1.275
H87 2.676 2.645 0.093
H88 2.566 3.261 -1.540
H89 2.069 6.049 -1.575
H90 3.824 5.885 -1.531
H91 3.056 6.923 -0.324
H92 0.597 4.741 -0.424
H93 1.048 5.700 0.948
H94 1.172 3.887 1.052
H95 2.713 5.977 2.654
N6 -3.913 -5.232 -1.818
C46 -3.868 -4.552 -0.580
N7 -3.524 -3.151 -0.590
O6 -4.120 -5.268 0.388
H96 -4.377 -6.115 -1.783
H97 -3.944 -4.908 -2.763
H98 -3.228 -2.884 0.331
H99 -2.912 -2.995 -1.392
N8 4.235 -0.953 -0.675
C47 3.343 -0.392 -1.595
N9 3.846 0.245 -2.727
O7 2.114 -0.460 -1.380
H100 3.924 -1.751 -0.146
H101 5.217 -0.960 -0.866
H102 3.176 0.864 -3.126
H103 4.842 0.361 -2.845
N10 -3.949 -2.722 -4.362
C48 -2.567 -2.264 -4.162
N11 -1.780 -1.960 -5.338
O8 -2.160 -2.037 -3.017
H104 -4.558 -2.480 -3.584
H105 -4.289 -2.502 -5.302
H106 -0.812 -1.704 -5.233
H107 -2.045 -2.621 -6.031
N12 -0.425 1.390 0.482
C49 -1.283 0.847 -0.526
N13 -0.792 -0.176 -1.258
O9 -2.425 1.285 -0.687
H108 -0.780 2.307 0.753
H109 0.570 1.341 0.465
H110 0.216 -0.244 -1.344
H111 -1.419 -0.739 -1.763
O10 -4.199 1.266 -2.803
H112 -3.341 1.111 -3.209
H113 -3.950 1.261 -1.871


# 2
Density functional theory data (ωB97M-V/def2-TZVPD) for a molecular structure, C49H115BN5O23 in a non-equilibrium geometry.

Output
HOMO, eV: -4.62
Net charge: -1
E_LUMO, eV: 2.13
Total energy, eV: -107886.741

Geometry (Å):
O1 0.294 0.711 -3.459
C1 0.081 0.496 -2.321
O2 -0.073 -0.638 -1.707
B1 -0.223 -0.365 -0.249
O3 0.086 1.054 -0.074
C2 0.194 1.609 -1.252
O4 0.392 2.734 -1.506
O5 0.680 -1.242 0.535
C3 -0.065 -2.170 1.160
O6 0.326 -3.098 1.802
C4 -1.540 -1.817 0.922
O7 -1.590 -0.696 0.233
O8 -2.423 -2.425 1.326
C5 -4.272 2.030 1.539
C6 -2.965 2.153 2.271
C7 -1.873 3.025 1.683
O9 -3.267 2.726 3.622
H1 -4.657 2.940 1.065
H2 -4.967 1.586 2.237
H3 -4.065 1.420 0.646
H4 -2.533 1.210 2.625
H5 -2.212 4.001 1.321
H6 -1.396 2.500 0.851
H7 -1.108 3.214 2.431
H8 -3.937 3.414 3.539
C8 -4.966 -2.451 -1.407
C9 -5.665 -1.408 -0.639
C10 -7.185 -1.460 -0.730
O10 -5.349 -1.609 0.805
H9 -5.253 -2.422 -2.466
H10 -5.133 -3.428 -0.979
H11 -3.908 -2.171 -1.485
H12 -5.279 -0.391 -0.798
H13 -7.605 -1.129 -1.688
H14 -7.657 -1.058 0.159
H15 -7.499 -2.523 -0.749
H16 -4.481 -2.054 0.809
C11 2.513 3.950 -6.095
C12 1.230 4.742 -5.858
C13 0.718 4.578 -4.438
O11 1.431 6.169 -6.179
H17 2.305 2.885 -6.022
H18 3.228 4.191 -5.287
H19 3.062 4.219 -6.997
H20 0.512 4.388 -6.629
H21 0.540 3.572 -4.054
H22 -0.199 5.170 -4.300
H23 1.438 5.003 -3.726
H24 0.567 6.589 -6.101
C14 0.023 -2.553 -5.188
C15 0.890 -1.878 -6.245
C16 -0.018 -1.238 -7.303
O12 1.745 -0.860 -5.666
H25 0.544 -2.803 -4.264
H26 -0.236 -3.555 -5.575
H27 -0.922 -2.057 -4.971
H28 1.575 -2.613 -6.671
H29 0.441 -1.160 -8.293
H30 -0.300 -0.224 -7.004
H31 -0.973 -1.761 -7.433
H32 1.231 -0.434 -4.963
C17 1.026 2.615 4.206
C18 0.498 1.309 3.663
C19 1.512 0.212 3.538
O13 -0.597 0.855 4.528
H33 1.701 3.123 3.508
H34 1.579 2.393 5.122
H35 0.238 3.347 4.391
H36 0.069 1.402 2.653
H37 2.215 0.563 2.770
H38 1.034 -0.644 3.066
H39 2.032 -0.059 4.452
H40 -1.324 1.499 4.486
C20 4.331 1.011 0.671
O14 4.295 2.425 0.545
C21 3.968 2.793 -0.757
C22 3.745 4.301 -0.853
N1 2.391 4.787 -0.562
C23 2.172 4.837 0.943
C24 0.963 5.722 1.198
O15 0.508 5.708 2.554
C25 1.483 6.113 3.483
H41 4.254 0.635 1.698
H42 5.225 0.607 0.184
H43 3.427 0.529 0.242
H44 3.071 2.327 -1.176
H45 4.859 2.621 -1.379
H46 3.942 4.501 -1.925
H47 4.547 4.879 -0.386
H48 1.856 3.962 -0.850
H49 3.084 5.204 1.402
H50 1.954 3.821 1.314
H51 0.087 5.396 0.650
H52 1.263 6.749 0.933
H53 1.852 7.120 3.196
H54 2.341 5.450 3.596
H55 0.995 6.256 4.448
C26 -5.207 -2.114 5.407
O16 -3.874 -2.037 5.666
C27 -3.087 -2.085 4.490
C28 -1.707 -2.644 4.734
N2 -0.979 -1.893 5.829
C29 0.240 -2.575 6.174
C30 0.761 -2.167 7.547
O17 -0.177 -2.416 8.563
C31 0.365 -2.311 9.866
H56 -5.443 -3.030 4.845
H57 -5.608 -1.235 4.889
H58 -5.714 -2.201 6.370
H59 -3.039 -1.083 4.034
H60 -3.545 -2.799 3.779
H61 -1.116 -2.625 3.804
H62 -1.812 -3.703 5.011
H63 -0.785 -1.035 5.299
H64 1.075 -2.308 5.489
H65 0.173 -3.665 6.131
H66 0.993 -1.075 7.478
H67 1.783 -2.557 7.714
H68 0.281 -1.279 10.255
H69 1.407 -2.650 9.945
H70 -0.208 -2.925 10.574
C32 8.957 -1.980 0.266
O18 7.844 -2.799 0.416
C33 6.697 -2.149 0.928
C34 5.548 -3.150 1.010
N3 4.250 -2.542 1.272
C35 3.601 -2.982 2.453
C36 4.483 -2.828 3.682
O19 3.638 -2.783 4.816
C37 4.357 -3.046 5.965
H71 8.732 -1.004 -0.185
H72 9.641 -2.482 -0.417
H73 9.444 -1.842 1.240
H74 6.388 -1.274 0.317
H75 6.877 -1.704 1.934
H76 5.860 -3.863 1.784
H77 5.517 -3.715 0.069
H78 3.630 -2.583 0.486
H79 3.339 -4.053 2.334
H80 2.630 -2.533 2.645
H81 5.048 -1.882 3.582
H82 5.225 -3.630 3.778
H83 3.741 -2.834 6.836
H84 5.260 -2.427 6.034
H85 4.644 -4.104 5.989
C38 -3.315 -5.593 -1.412
O20 -2.256 -6.079 -0.727
C39 -1.921 -5.180 0.328
C40 -0.587 -5.528 0.871
N4 0.589 -5.504 -0.024
C41 1.542 -4.461 0.348
C42 2.882 -4.672 -0.331
O21 3.880 -3.717 0.065
C43 3.893 -2.509 -0.688
H86 -3.628 -6.291 -2.189
H87 -3.054 -4.629 -1.845
H88 -4.207 -5.531 -0.778
H89 -2.627 -5.139 1.169
H90 -1.942 -4.176 -0.134
H91 -0.592 -6.500 1.398
H92 -0.439 -4.891 1.758
H93 0.233 -5.340 -0.964
H94 1.689 -4.429 1.428
H95 1.140 -3.468 0.059
H96 2.799 -4.711 -1.439
H97 3.265 -5.677 -0.095
H98 3.905 -2.758 -1.741
H99 4.811 -2.015 -0.374
H100 3.056 -1.873 -0.384
C44 -4.615 4.853 -9.747
O22 -3.964 4.472 -8.593
C45 -4.818 3.972 -7.632
C46 -4.170 3.844 -6.271
N5 -3.188 2.776 -6.275
C47 -2.718 2.374 -4.985
C48 -3.684 1.481 -4.269
O23 -4.658 2.088 -3.467
C49 -4.169 2.827 -2.386
H101 -4.820 3.951 -10.326
H102 -3.940 5.518 -10.268
H103 -5.541 5.380 -9.497
H104 -5.210 2.959 -7.852
H105 -5.717 4.615 -7.582
H106 -4.987 3.599 -5.585
H107 -3.775 4.827 -5.939
H108 -2.435 2.997 -6.915
H109 -2.492 3.245 -4.338
H110 -1.769 1.838 -5.033
H111 -3.137 0.813 -3.570
H112 -4.162 0.779 -4.953
H113 -3.614 3.714 -2.725
H114 -3.476 2.239 -1.762
H115 -5.031 3.152 -1.814


# 3
Density functional theory data (ωB97M-V/def2-TZVPD) for a molecular structure, C49H26F15GeKN2O3S5 in a non-equilibrium geometry.

Output
HOMO, eV: -2.08
Net charge: -2
E_LUMO, eV: 3.63
Total energy, eV: -228138.874

Geometry (Å):
K1 0.152 -0.891 -0.207
S1 -1.117 -3.030 4.276
C1 -0.298 -1.568 4.694
C2 0.213 -1.153 5.920
C3 0.827 0.086 5.988
C4 0.923 0.897 4.852
C5 0.418 0.482 3.635
C6 -0.194 -0.768 3.553
N1 -0.719 -1.308 2.387
C7 -1.232 -2.476 2.597
C8 -1.870 -3.362 1.579
C9 -2.699 -4.386 2.055
C10 -3.326 -5.237 1.161
C11 -3.115 -5.038 -0.202
C12 -2.284 -4.011 -0.631
C13 -1.599 -3.108 0.215
H1 0.141 -1.785 6.796
H2 1.240 0.428 6.929
H3 1.408 1.863 4.917
H4 0.494 1.108 2.754
H5 -2.878 -4.522 3.118
H6 -3.976 -6.029 1.515
H7 -3.607 -5.687 -0.922
H8 -2.159 -3.910 -1.711
F1 -0.482 2.489 -3.205
C14 -0.592 3.808 -3.028
C15 -1.475 4.321 -2.091
C16 -1.481 5.694 -1.966
F2 -2.274 6.318 -1.071
C17 -0.686 6.530 -2.735
F3 -0.733 7.863 -2.582
C18 0.166 5.978 -3.669
F4 0.941 6.770 -4.424
C19 0.219 4.605 -3.818
F5 1.048 4.072 -4.723
Ge1 -2.419 3.030 -0.888
S2 -1.063 2.044 0.354
C20 -3.901 4.105 -0.074
C21 -4.188 4.162 1.277
F6 -3.464 3.505 2.180
C22 -5.249 4.908 1.779
F7 -5.501 4.946 3.094
C23 -6.055 5.620 0.915
F8 -7.078 6.344 1.390
C24 -5.802 5.586 -0.443
F9 -6.579 6.285 -1.284
C25 -4.738 4.832 -0.901
F10 -4.526 4.854 -2.231
C26 -3.579 1.885 -2.035
C27 -3.756 1.959 -3.403
F11 -3.143 2.899 -4.141
C28 -4.598 1.108 -4.100
F12 -4.745 1.218 -5.429
C29 -5.308 0.146 -3.412
F13 -6.135 -0.674 -4.074
C30 -5.182 0.048 -2.040
F14 -5.898 -0.860 -1.372
C31 -4.327 0.916 -1.382
F15 -4.277 0.807 -0.050
O1 2.485 -1.147 0.097
C32 3.408 -0.821 1.034
C33 4.835 -1.014 0.499
C34 5.989 -0.334 0.742
C35 7.122 -0.895 0.078
C36 6.797 -1.995 -0.656
S3 5.119 -2.335 -0.563
C37 3.251 -1.792 2.224
C38 3.827 -1.929 3.453
C39 3.355 -3.076 4.158
C40 2.446 -3.790 3.430
S4 2.162 -3.076 1.905
C41 3.264 0.634 1.467
C42 3.581 1.282 2.624
C43 3.274 2.674 2.578
C44 2.730 3.040 1.383
S5 2.587 1.715 0.318
H9 6.019 0.544 1.371
H10 8.123 -0.491 0.141
H11 7.452 -2.599 -1.262
H12 4.572 -1.252 3.847
H13 3.666 -3.339 5.160
H14 1.908 -4.673 3.735
H15 3.961 0.779 3.499
H16 3.415 3.358 3.404
H17 2.357 4.009 1.095
O2 1.294 -1.592 -4.626
C45 0.992 -1.759 -3.332
O3 -0.008 -1.302 -2.844
C46 2.033 -2.559 -2.543
N2 3.104 -2.999 -3.469
C47 3.090 -4.476 -3.528
C48 1.703 -4.868 -3.022
C49 1.441 -3.830 -1.936
H18 2.417 -1.907 -1.748
H19 3.994 -2.659 -3.129
H20 2.166 -2.056 -4.704
H21 3.860 -4.895 -2.870
H22 3.286 -4.827 -4.543
H23 1.677 -5.893 -2.652
H24 0.965 -4.782 -3.824
H25 2.000 -4.073 -1.029
H26 0.396 -3.715 -1.647